No. 1
The following is a DFT calculation (ωB97M-V/def2-TZVPD) of a gas-phase ion, C4H6N3 (charge +1) in a non-equilibrium geometry.

## Properties
Energy, eV: -8703.581
Total charge: +1
Energy above the lowest of the compared OMol25 structures with the same formula, charge and spin, kJ/mol: 475.0
HOMO (spin up / spin down), eV: -12.69 / -12.69

CARTESIAN COORDINATES (ANGSTROEM)
1 N 1.9982 0.2798 -0.0629
2 H -3.0815 -0.3188 1.1138
3 N -3.1451 -0.5565 0.1050
4 H -0.7589 2.2704 0.3228
5 C 2.4966 -0.8937 -0.1705
6 C -0.1405 1.2663 0.1458
7 C -2.2141 -0.1069 -0.6537
8 H -3.8583 -1.1563 -0.2792
9 H 1.6733 2.1512 0.4665
10 H 3.0562 -0.9842 -1.1181
11 C 1.2789 1.2779 0.1137
12 N -0.7967 0.2199 -0.1282
13 H 2.4133 -1.6298 0.5175

Atom charges from the natural (NBO) analysis, given in e for atoms 1 to 8: N -0.230; H 0.409; N -0.754; H 0.210; C 0.111; C -0.068; C 0.364; H 0.443

---

No. 2
The following is a DFT calculation (ωB97M-V/def2-TZVPD) of a molecular structure, C17H37BIN5O6PS in a non-equilibrium geometry.

## Properties
Energy, eV: -66866.779
Total charge: -1
HOMO, eV: -4.07

CARTESIAN COORDINATES (ANGSTROEM)
1 O 0.4386 0.4706 -1.7349
2 N 0.1745 -2.1661 2.5986
3 C 3.6128 4.9536 -2.4787
4 C 5.0373 4.8627 -2.0060
5 H 1.3094 0.2183 -3.5028
6 C -4.1283 -6.0412 0.7665
7 C -0.0067 -0.2989 -0.5279
8 H 1.6319 0.9692 -5.0773
9 H 1.9378 1.8762 -3.5580
10 H -6.9855 -1.4931 6.1198
11 C 3.3791 0.3572 -4.0025
12 H -5.5442 -5.1421 2.0966
13 H -6.6344 1.7206 4.4593
14 C -5.4986 -5.9675 1.3812
15 O 2.9760 3.9622 -2.8264
16 H -2.7544 -5.0913 -0.3257
17 C -6.7747 -0.5617 5.5869
18 O 3.6581 -0.6939 -3.4311
19 H 3.0998 -4.0995 -0.5614
20 H -5.3583 -3.6851 0.2535
21 H 5.1139 5.2225 -0.9765
22 H 2.9321 -0.5540 2.9536
23 H 1.3506 0.1594 1.3557
24 H 5.3641 3.8194 -2.0327
25 H -4.4568 -3.5981 -1.2826
26 C 3.5974 7.4592 -2.1526
27 H 3.5552 8.1112 -3.0287
28 H 4.6300 7.3721 -1.8127
29 H -5.0301 2.4976 4.4070
30 H 4.0755 -0.6188 1.4565
31 C -0.7319 -1.1400 2.6799
32 C 4.2391 2.3170 -5.3457
33 H -6.2527 -5.8378 0.6004
34 H 2.0677 6.1626 -2.8446
35 N 3.0261 6.1845 -2.5156
36 H 2.9860 7.8900 -1.3558
37 N -4.9609 0.4411 4.2617
38 H 1.0861 1.1472 -1.3253
39 H -7.5288 -0.4320 4.8061
40 H -4.0305 0.3144 3.8800
41 C -5.4043 -0.6355 4.9723
42 H 4.6424 -3.9316 0.5085
43 H 4.5851 -1.5465 3.0376
44 C -4.3671 -3.7190 -0.2002
45 O -3.4112 -7.0315 0.8873
46 H 4.8882 3.0515 -4.8624
47 C 1.9761 0.8969 -4.0422
48 H 5.2753 0.6434 -4.5551
49 H -5.7095 -6.8988 1.9141
50 C 3.6634 -3.3547 0.1435
51 C -5.6431 1.6868 4.0056
52 H 4.0491 -2.3980 -0.4409
53 B 0.9216 -2.1859 1.2795
54 N -3.6848 -4.9647 0.0559
55 S -1.6767 0.3094 2.7675
56 C 3.6478 -1.2734 2.3559
57 H 4.5848 2.1519 -6.3691
58 P 2.7135 -2.8321 1.7147
59 H 3.2150 2.6916 -5.3631
60 C 1.1450 -0.7189 0.5736
61 I 0.0887 -3.7232 -0.0970
62 O -1.3166 -0.5371 -0.4282
63 H -6.8203 0.2636 6.3023
64 H 2.1623 -0.8027 -0.0460
65 H -3.7541 -2.9081 0.2012
66 O -4.6873 -1.6257 5.0931
67 H 5.6879 5.4455 -2.6633
68 N 4.3594 1.0716 -4.6264
69 H -5.7329 1.8077 2.9232

Atom charges from the natural (NBO) analysis, given in e for atoms 1 to 8: O -0.749; N -0.645; C 0.678; C -0.725; H 0.286; C 0.669; C 0.813; H 0.210

---

No. 3
The following is a DFT calculation (ωB97M-V/def2-TZVPD) of C2H4OS in the gas phase in a non-equilibrium geometry.

## Properties
Energy, eV: -15019.467
Energy above the lowest of the compared OMol25 structures with the same formula, charge and spin, kJ/mol: 192.8
HOMO, eV: -8.61

CARTESIAN COORDINATES (ANGSTROEM)
1 O 0.3272 1.5834 -0.0177
2 C 0.6899 0.3004 0.0460
3 H -0.4996 1.7165 0.0629
4 H -0.1624 -1.8676 -0.4643
5 H -1.0723 -0.7230 1.0783
6 C -0.4682 -0.7496 0.0343
7 S 2.4032 0.0275 0.0176
8 H -1.2178 -0.2877 -0.7568

And the natural (NBO) charges, in e, turn out to be: O -0.628; C 0.271; H 0.462; H 0.282; H 0.255; C -0.738; S -0.126; H 0.222

---

No. 4
The following is a DFT calculation (ωB97M-V/def2-TZVPD) of 2 unconnected molecules or ions with the total composition C5H14N2S.

## Properties
Energy, eV: -19226.864
Energy above the lowest of the compared OMol25 structures with the same formula, charge and spin, kJ/mol: 41.7
HOMO, eV: -9.19

CARTESIAN COORDINATES (ANGSTROEM)
1 H -2.6399 -0.4011 -0.2759
2 N -1.0964 -1.7251 0.1703
3 N 0.4880 -1.9333 -1.6261
4 H -0.6870 2.8742 1.3343
5 C -0.9162 2.0449 0.6621
6 H 3.5919 0.2833 1.4640
7 H 0.8933 0.2227 1.7306
8 C 0.3529 1.4647 0.0545
9 H -2.8253 -2.0068 -0.9428
10 H -1.5939 2.4232 -0.1045
11 C 0.0320 -2.0586 -0.2643
12 H -1.6886 -0.8780 -1.7067
13 S 2.8616 0.4319 0.3510
14 C 1.3309 1.0268 1.1399
15 H 0.8377 2.2025 -0.5909
16 H 1.2485 -1.2556 -1.6394
17 H 0.7769 -2.4515 0.4339
18 C -2.0991 -1.2162 -0.7555
19 H 0.0977 0.6030 -0.5659
20 H -1.4488 1.2886 1.2429
21 H 0.9280 -2.8063 -1.9041
22 H 1.5558 1.8666 1.7923

Atom charges from the natural (NBO) analysis, given in e for atoms 1 to 8: H 0.200; N -0.415; N -0.900; H 0.203; C -0.605; H 0.129; H 0.218; C -0.412

---

No. 5
The following is a DFT calculation (ωB97M-V/def2-TZVPD) of 2 unconnected molecules or ions with the total composition C3H10NO in a non-equilibrium geometry.

## Properties
Energy, eV: -6803.024
Total charge: +1
Energy above the lowest of the compared OMol25 structures with the same formula, charge and spin, kJ/mol: 124.2
HOMO, eV: -13.67

CARTESIAN COORDINATES (ANGSTROEM)
1 H 0.9522 2.3308 0.3576
2 O -0.6380 0.0506 -1.1041
3 H 1.2807 2.3695 2.0612
4 H 1.3905 0.0327 1.7011
5 H -1.3377 0.1549 -1.7579
6 H -0.4630 2.2747 1.4345
7 H 0.2603 0.1569 0.3821
8 C 0.5787 2.0019 1.3203
9 N 0.5537 0.4714 1.3257
10 C -0.8598 -2.2291 -1.5734
11 H -0.5942 -3.2323 -1.8847
12 H -1.9382 -2.1462 -1.4844
13 H -0.1979 0.2403 1.9591
14 C -0.0314 -1.2145 -1.3949
15 H 1.0442 -1.2616 -1.3421

Atom charges from the natural (NBO) analysis, given in e for atoms 1 to 8: H 0.240; O -0.776; H 0.242; H 0.439; H 0.522; H 0.235; H 0.474; C -0.411

---

No. 6
The following is a DFT calculation (ωB97M-V/def2-TZVPD) of a molecular structure, C23H46AlBr16O3 in a non-equilibrium geometry.

## Properties
Energy, eV: -1158010.439
Total charge: -1
HOMO, eV: -4.23

CARTESIAN COORDINATES (ANGSTROEM)
1 Br -3.0371 -5.3163 -7.1370
2 O -1.4025 1.3575 0.8527
3 H -2.8272 -4.5549 4.8916
4 H -1.9644 -2.4500 -9.4507
5 C 4.4460 -8.9217 -4.8522
6 H 4.0166 5.2424 1.6830
7 O 1.1537 -0.0622 0.0391
8 Br 5.7158 5.2314 -4.0294
9 H 3.0911 6.0805 -5.0693
10 H -0.3641 6.8744 4.7540
11 H 2.2393 5.2588 1.6081
12 C -6.7198 -1.6090 5.3428
13 C -2.2163 4.7070 4.5113
14 H 4.2037 -9.4879 -5.7523
15 H 1.9825 4.7245 -4.7572
16 H 0.3374 -2.9593 -1.4283
17 H 4.9979 -6.8891 -4.2737
18 C 3.1275 4.6271 1.5389
19 H -5.9205 -1.3089 6.0224
20 H 1.2456 9.0646 6.2313
21 H 2.9648 4.5305 -0.6050
22 C 4.0282 4.2823 -4.2566
23 Br -0.4539 3.9215 4.2388
24 Br 2.8127 -8.8069 -3.7950
25 H 1.1228 -4.2997 -5.8378
26 H -3.4871 5.2944 6.1461
27 Br 2.1117 6.8786 4.4531
28 C -2.1742 -2.2662 4.3493
29 C -1.8848 -0.7022 4.1832
30 H 2.3996 3.0531 0.2102
31 H 4.1546 3.6922 -5.1664
32 O -2.4519 0.5251 1.1133
33 C -2.4624 -3.5279 -7.6565
34 C 0.9285 -4.3306 -4.7635
35 Br -0.2977 -4.2717 -9.3804
36 Br -7.2683 -3.4055 5.8680
37 C 5.0072 -7.5510 -5.1408
38 Br 0.7556 -5.8844 -2.3632
39 H 5.1404 -9.5009 -4.2404
40 C 0.3517 -1.7070 1.7422
41 H 1.4911 -6.4045 -4.6625
42 C 1.1047 -2.4316 -0.7320
43 H 1.4648 -1.9575 1.9951
44 Br 2.3677 6.0055 -2.6817
45 H -6.2365 -0.5282 3.5460
46 H -2.1217 5.7415 4.1743
47 Br -4.5376 -2.3265 3.6266
48 H 2.1012 -0.2987 0.2163
49 H -1.7088 -0.2203 5.2305
50 Br -0.6614 -3.2323 -4.5043
51 H -1.8164 4.9404 6.6460
52 C -2.6196 4.6561 5.9647
53 H 6.0268 -7.6256 -5.5244
54 H 1.6001 -3.2147 -0.0280
55 C 3.1343 3.8599 0.2396
56 H -1.4389 2.1138 2.8327
57 H -2.9060 4.1773 3.8520
58 H -2.6990 0.1304 0.2365
59 C -2.3105 -3.5628 4.5998
60 H 1.7460 -3.8362 -4.2368
61 H -0.2691 -6.1516 -4.6238
62 H -1.6591 -3.2421 -6.9767
63 C 0.3485 -1.2908 0.1756
64 Br 4.8778 3.0539 -0.0976
65 H 0.9645 0.0564 4.0161
66 H -0.2370 -2.6869 1.9558
67 Br 3.0137 3.4238 3.0669
68 H -3.3288 -2.8880 -7.4770
69 C -6.3168 -1.5621 3.8899
70 H -6.9996 -2.1056 3.2344
71 H -0.5314 9.0791 6.1528
72 H 0.3048 2.1493 2.0012
73 Br -3.1924 2.8645 6.4764
74 C 0.3688 7.6818 4.7861
75 H 0.1999 8.3537 3.9419
76 Al -0.2589 -0.2316 3.0236
77 H -2.7508 -4.0141 -9.7661
78 C 0.3575 8.4486 6.0856
79 C 0.6939 -5.7490 -4.3068
80 C -2.0603 -3.4828 -9.1099
81 H -2.8472 -0.2218 3.7377
82 Br 0.2423 7.2455 7.6154
83 Br 3.9995 -6.6566 -6.5500
84 H 3.9244 3.6091 -3.4043
85 H -0.6965 -1.1128 -0.2629
86 C 2.8748 5.2445 -4.4028
87 H 1.8732 -1.9195 -1.4260
88 H -7.5961 -0.9819 5.5204
89 C -0.6889 1.5691 2.1110

Atom charges from the Mulliken analysis, given in e for atoms 1 to 8: Br -0.114; O -0.337; H 0.337; H 0.345; C -0.557; H 0.454; O -0.476; Br -0.120

---

No. 7
The following is a DFT calculation (ωB97M-V/def2-TZVPD) of a molecular structure, C12H21F9MnN2O12S3 in a non-equilibrium geometry.

## Properties
Energy, eV: -128619.663
Total charge: -2
Spin multiplicity: 6
Energy above the lowest of the compared OMol25 structures with the same formula, charge and spin, kJ/mol: 0.0
HOMO (spin up / spin down), eV: -2.09 / -2.88

CARTESIAN COORDINATES (ANGSTROEM)
1 O -17.0074 11.2134 10.5468
2 F -13.8330 9.6362 8.1690
3 O -15.7636 7.7063 8.7245
4 H -18.5443 10.8149 5.0282
5 H -17.7348 6.7048 3.2496
6 H -21.6849 11.4101 9.0385
7 C -18.7042 10.1742 12.4111
8 O -17.0670 8.7612 10.7533
9 S -16.0909 8.3581 7.4362
10 F -19.7941 9.3654 12.4937
11 H -20.7371 10.6708 4.0510
12 F -19.1881 11.4659 12.5499
13 Mn -19.5777 9.1499 7.7910
14 F -20.1540 4.7514 7.5966
15 F -14.3804 9.7136 6.0084
16 S -18.9367 6.1656 9.5385
17 H -18.0062 11.9613 6.2807
18 H -22.1054 11.4092 4.7871
19 O -17.5846 6.3123 10.1540
20 O -20.3226 10.8107 6.8216
21 C -20.2976 8.0493 4.8252
22 N -19.4739 7.9141 3.8068
23 H -22.6271 8.1610 10.0877
24 H -21.9827 12.0740 10.6975
25 H -24.4137 9.3304 11.4867
26 H -17.8469 7.2036 5.0178
27 C -19.8843 8.4362 2.4592
28 C -14.8748 9.9009 7.2840
29 C -23.6210 10.0782 11.4668
30 O -17.5177 8.8577 7.4153
31 C -21.0484 11.5730 4.5776
32 O -15.8454 7.4544 6.2815
33 F -15.4828 10.9933 7.6141
34 H -20.9789 12.3255 3.7921
35 H -19.1582 9.1964 2.1712
36 F -18.4388 3.6444 8.4961
37 N -22.7752 10.1583 10.2753
38 H -24.1016 10.9903 11.8208
39 O -19.3374 7.4247 8.8822
40 O -20.0852 7.7449 6.0575
41 O -21.4570 9.0320 8.7326
42 C -20.1721 11.8105 5.8455
43 H -18.5241 12.4903 4.6582
44 S -17.8790 10.0127 10.6120
45 F -17.8855 9.7476 13.3385
46 O -19.9918 5.6860 10.4188
47 F -18.0303 5.3107 7.0517
48 O -18.9824 9.8466 9.6475
49 H -20.9315 8.7315 2.3939
50 H -23.2188 12.1872 9.5333
51 H -19.8153 7.5983 1.7654
52 H -20.4749 12.7488 6.3102
53 H -17.2633 8.1822 3.9291
54 H -22.9139 9.8081 12.2510
55 C -22.2786 9.1028 9.6363
56 C -18.8811 4.8542 8.0630
57 C -18.0653 7.4456 3.9777
58 C -18.7196 11.7941 5.4738
59 H -21.3248 8.2254 4.4702
60 C -22.4037 11.5357 9.8483

Atom charges from the natural (NBO) analysis, given in e for atoms 1 to 8: O -0.978; F -0.336; O -0.903; H 0.194; H 0.189; H 0.277; C 0.730; O -0.916

---

No. 8
The following is a DFT calculation (ωB97M-V/def2-TZVPD) of a molecular structure, C32H50AlFN3O5SSi4Te.

## Properties
Energy, eV: -107659.527
Total charge: +1
HOMO, eV: -8.75

CARTESIAN COORDINATES (ANGSTROEM)
1 Si -0.1458 -3.5602 -2.6063
2 H 0.0319 -6.5867 0.6081
3 N 1.6395 1.4962 3.8789
4 Te 0.5419 -1.6997 -1.0076
5 H -5.5898 0.6318 3.2884
6 H 5.3764 5.2694 1.0230
7 Si -0.9175 -5.3429 -1.3092
8 C -3.4646 -3.1086 -3.6721
9 H 1.7693 3.6253 5.6413
10 H 5.4026 6.1300 3.9158
11 H 1.3213 -5.8037 -0.3291
12 H 1.8265 -6.3113 -4.2135
13 C -5.5411 0.7127 2.2105
14 H -4.1355 -2.6927 -4.4334
15 H -1.5757 -5.1563 -5.3315
16 H -1.9965 -0.9754 -5.7098
17 O -0.9796 -1.6113 4.0869
18 H -7.1080 2.2658 -0.3619
19 Si 1.9763 -3.9230 -3.5304
20 Al -1.4919 -0.8455 0.2805
21 H 1.2708 -5.2632 -5.5271
22 O -1.6150 -1.4071 1.9541
23 S -3.3355 -0.7118 -0.9148
24 H -1.2525 -7.7419 -1.8758
25 C -1.3854 -1.1831 -4.8252
26 C 1.6673 2.3729 2.8036
27 C 5.3307 6.4173 2.8703
28 C -2.5736 -4.9669 -0.5426
29 H 1.8638 -2.1917 -5.3060
30 C 1.9701 2.6435 6.0767
31 C 1.7259 4.0312 0.5922
32 H 2.4565 -1.4972 -3.7865
33 H 0.7895 -0.1798 4.7436
34 H 3.4257 8.7333 1.2734
35 H 4.9981 4.3195 2.4468
36 H -3.6646 -2.5982 -2.7239
37 C -4.5957 0.0061 1.4878
38 C -4.5344 0.1268 0.0967
39 H 4.9264 7.9314 0.8064
40 C 3.1736 6.5993 0.8097
41 H -8.4523 2.7533 0.8849
42 H -3.3456 -4.7867 -1.2971
43 H 3.0359 -5.3006 -1.7646
44 C 3.9857 7.8054 1.3345
45 C -6.4207 1.6291 0.1861
46 H 3.4914 6.3894 -0.2112
47 H 3.5371 -2.4881 -4.7933
48 C -0.9523 -1.0533 3.0187
49 H 0.3191 -4.8408 0.7645
50 C -7.4358 2.2757 2.4401
51 H -1.6401 -0.4535 -4.0488
52 H 4.6544 8.3713 3.2581
53 H 3.1460 -3.5808 -1.3518
54 C 0.7885 0.4629 3.8690
55 H 3.5096 1.9763 4.6840
56 H 2.1156 6.8391 0.7882
57 O -7.3311 2.3387 3.6309
58 H -0.4551 -4.0247 -6.1105
59 H 1.0321 2.2639 6.4870
60 C -0.0780 0.9984 1.7098
61 H 3.0047 -5.4260 -5.1967
62 H -1.8719 -6.6970 -3.1653
63 H 2.6759 2.7635 6.8997
64 H -0.3329 -1.0387 -5.0908
65 C -1.0544 -6.8267 -2.4458
66 H -2.1923 -3.9200 -6.4436
67 H -3.7129 -4.1691 -3.5503
68 C -6.4637 1.5315 1.5716
69 C 2.5070 -2.3767 -4.4372
70 C 0.3051 -5.6789 0.0590
71 C 4.8227 5.2745 1.9658
72 H 3.1050 3.7467 3.6492
73 C -1.4491 -4.1171 -5.6605
74 C -0.0717 0.1682 2.8482
75 C 2.5311 1.6705 5.0472
76 C 3.2100 -4.2993 -2.1750
77 F 1.8096 4.7828 -0.5172
78 H 6.2907 6.8038 2.5415
79 H -5.4260 1.0421 -1.6261
80 O -8.4515 2.9277 1.8309
81 H -3.9089 -0.6499 2.0032
82 H 4.2283 -4.2733 -2.5804
83 N 4.3307 7.5378 2.7763
84 Si -1.6959 -2.9218 -4.2348
85 H -2.5157 -4.0742 0.0904
86 H -2.8938 -5.8052 0.0843
87 C 0.8716 2.9740 0.6030
88 H 3.4784 7.2045 3.2260
89 C 2.0140 -5.3635 -4.7307
90 O -0.8071 0.8225 0.7063
91 H -0.1296 -6.9752 -3.0138
92 C 2.5443 4.3390 1.6926
93 H 2.6587 0.6884 5.4916
94 C 2.4991 3.4994 2.7868
95 C -5.4652 0.9414 -0.5465
96 C 0.8244 2.1315 1.7117
97 H 0.2514 2.7580 -0.2616
98 N 3.3945 5.4751 1.7246

Atom charges from the Mulliken analysis, given in e for atoms 1 to 8: Si -0.055; H 0.382; N 0.228; Te -0.482; H 0.472; H 0.315; Si 0.405; C -0.919